No. 1
{
  "formula": "C7H12Si",
  "method": "the ωB97M-V functional and the def2-TZVPD basis",
  "homo_ha": -0.32155,
  "lumo_energy_ev": 0.57,
  "elements": ["C", "C", "C", "C", "C", "C", "C", "Si", "H", "H", "H", "H", "H", "H", "H", "H", "H", "H", "H", "H"],
  "coordinates": [[-0.71, -0.20, -1.62], [-1.98, -0.54, -1.45], [0.01, 0.29, -0.51], [-0.66, 0.66, 0.56], [-2.50, -0.28, -0.12], [2.04, -1.06, -0.35], [1.51, 0.34, -0.66], [-0.09, 1.22, 2.26], [-0.12, -0.57, -2.44], [-2.42, -1.04, -2.26], [-3.36, 0.46, 0.16], [-2.67, -1.25, 0.37], [3.13, -1.05, -0.43], [1.58, -1.81, -0.97], [1.81, -1.37, 0.66], [1.88, 0.55, -1.62], [2.12, 1.03, 0.03], [-0.34, 0.41, 3.48], [-0.60, 2.60, 2.65], [1.38, 1.61, 2.23]],
  "mulliken_charge": [-0.565, -0.222, 0.279, 0.071, -0.676, -1.041, -0.744, 0.352, 0.363, 0.420, 0.294, 0.279, 0.338, 0.346, 0.291, 0.341, 0.263, -0.126, -0.132, -0.133]
}


No. 2
{
  "formula": "C21H28Br2F6I2N3O3",
  "method": "the ωB97M-V functional and the def2-TZVPD basis",
  "homo_ha": -0.40928,
  "total_charge": 1,
  "lumo_energy_ev": -5.25,
  "elements": ["C", "C", "I", "C", "I", "C", "C", "C", "C", "C", "F", "Br", "C", "F", "F", "Br", "C", "C", "O", "O", "C", "C", "C", "F", "F", "F", "C", "N", "C", "N", "C", "N", "H", "H", "H", "H", "H", "H", "H", "H", "H", "H", "H", "H", "H", "H", "H", "H", "H", "H", "H", "H", "C", "C", "C", "O", "C", "H", "H", "H", "H", "H", "H", "H", "H"],
  "coordinates": [[-1.29, 3.57, 1.05], [-0.32, 2.31, 1.56], [1.09, 3.30, 2.99], [-1.04, 1.13, 2.35], [-2.94, 1.97, 3.18], [-1.33, -0.32, 1.70], [-1.38, -0.67, 0.06], [-1.08, 0.44, -1.09], [0.43, 0.53, -1.66], [1.54, -0.51, -1.11], [1.26, -1.95, -1.32], [2.09, -0.30, 0.80], [2.93, -0.21, -1.99], [3.42, 1.17, -1.77], [2.74, -0.50, -3.44], [4.30, -1.57, -1.35], [-1.78, -2.19, -0.51], [-1.92, -2.63, -2.07], [-0.98, -3.10, -2.89], [-3.31, -2.56, -2.65], [-3.42, -1.45, -3.61], [-4.81, -1.65, -4.52], [-5.02, -0.20, -5.31], [-3.76, 0.21, -6.02], [-5.39, 0.86, -4.30], [-6.12, -0.24, -6.31], [-2.07, -3.33, 0.63], [-2.44, -4.74, 0.19], [-1.99, -2.89, 2.20], [-1.64, -1.46, 2.69], [-1.71, -1.34, 4.19], [-3.18, -1.21, 4.65], [-2.24, 3.21, 0.46], [-0.62, 4.14, 0.25], [-1.50, 4.35, 1.90], [0.36, 2.06, 0.65], [-0.38, 0.94, 3.32], [-1.77, 0.14, -2.03], [-1.48, 1.54, -0.83], [0.41, 0.44, -2.85], [0.84, 1.63, -1.45], [-2.51, -1.33, -4.33], [-3.64, -0.48, -2.96], [-4.73, -2.52, -5.29], [-5.77, -1.78, -3.84], [-2.78, -5.22, 1.07], [-3.25, -4.71, -0.49], [-2.23, -3.76, 2.98], [-1.38, -2.41, 4.63], [-1.00, -0.58, 4.70], [-3.57, -2.18, 4.45], [-3.12, -1.18, 5.69], [6.25, 2.59, 0.43], [6.97, 1.49, 1.18], [6.44, 1.68, 2.59], [5.11, 2.20, 2.47], [4.90, 2.61, 1.11], [6.19, 2.42, -0.65], [6.77, 3.55, 0.59], [6.66, 0.52, 0.79], [8.06, 1.56, 1.12], [7.04, 2.40, 3.14], [6.42, 0.74, 3.15], [4.22, 1.89, 0.65], [4.43, 3.60, 1.09]],
  "mulliken_charge": [-1.238, -0.139, 0.113, -0.826, 0.183, 0.789, 0.363, 0.211, -1.015, 0.283, -0.266, -0.020, 0.553, -0.215, -0.229, -0.062, 0.493, -0.025, -0.465, -0.285, -0.266, -0.755, 0.764, -0.252, -0.257, -0.228, 0.199, -0.569, -0.419, 0.495, -0.808, -0.515, 0.345, 0.369, 0.455, 0.028, 0.365, -0.509, -0.013, 0.509, 0.408, 0.378, 0.243, 0.356, 0.295, 0.307, 0.316, 0.241, 0.367, 0.319, 0.290, 0.285, -0.515, -0.426, -0.455, -0.371, 0.257, 0.317, 0.280, 0.162, 0.336, 0.279, 0.272, -0.334, 0.250]
}


No. 3
{
  "formula": "C9H16NO2",
  "method": "the ωB97M-V functional and the def2-TZVPD basis",
  "homo_ha": -0.51157,
  "smiles": "C=C[C@@]12[NH2+]CC[C@]1(C)[C@@H](O)CO2",
  "total_charge": 1,
  "lumo_energy_ev": -3.02,
  "elements": ["C", "C", "C", "N", "C", "C", "C", "C", "C", "O", "C", "O", "H", "H", "H", "H", "H", "H", "H", "H", "H", "H", "H", "H", "H", "H", "H", "H"],
  "coordinates": [[2.64, -1.58, -0.44], [1.93, -0.48, -0.60], [0.79, -0.03, 0.24], [1.14, 1.23, 0.99], [0.00, 2.18, 0.87], [-0.71, 1.75, -0.41], [-0.57, 0.21, -0.42], [-0.71, -0.36, -1.83], [-1.62, -0.46, 0.55], [-2.77, -0.92, -0.07], [-0.81, -1.53, 1.29], [0.48, -1.05, 1.47], [3.44, -1.82, -1.12], [2.43, -2.28, 0.35], [2.14, 0.21, -1.41], [2.01, 1.62, 0.60], [1.32, 0.95, 1.96], [0.35, 3.21, 0.83], [-0.66, 2.06, 1.73], [-1.75, 2.05, -0.43], [-0.21, 2.17, -1.29], [-1.73, -0.21, -2.18], [-0.49, -1.43, -1.85], [-0.04, 0.14, -2.52], [-1.97, 0.30, 1.26], [-2.59, -1.73, -0.57], [-1.22, -1.73, 2.29], [-0.82, -2.47, 0.72]],
  "mulliken_charge": [-0.933, -0.655, 0.838, -0.046, -0.728, -1.127, 1.649, -2.288, -0.417, -0.564, -0.513, -0.529, 0.339, 0.292, 0.388, 0.489, 0.373, 0.468, 0.322, 0.393, 0.405, 0.533, 0.434, 0.487, 0.342, 0.413, 0.313, 0.322]
}


No. 4
{
  "formula": "C4H6Cl2",
  "method": "the ωB97M-V functional and the def2-TZVPD basis",
  "homo_ha": -0.33968,
  "lumo_energy_ev": 0.44,
  "elements": ["C", "C", "C", "C", "H", "H", "H", "H", "H", "H", "Cl", "Cl"],
  "coordinates": [[0.34, 1.30, -0.33], [0.12, -0.18, -0.26], [-1.17, -0.58, 0.58], [1.21, -1.08, -0.34], [-0.63, 1.68, 0.53], [1.37, 1.75, -0.16], [-0.05, 1.62, -1.27], [-1.15, -1.58, 1.08], [-1.54, 0.24, 1.39], [1.02, -2.03, -0.04], [-2.43, -0.59, -0.74], [2.91, -0.55, -0.46]],
  "mulliken_charge": [-0.922, 0.508, -0.487, -0.542, 0.157, 0.357, 0.297, 0.320, 0.262, 0.419, -0.187, -0.182]
}


No. 5
{
  "formula": "C4H6N2O",
  "method": "the ωB97M-V functional and the def2-TZVPD basis",
  "homo_ha": -0.33988,
  "smiles": "COn1cccn1",
  "lumo_energy_ev": 1.07,
  "elements": ["C", "O", "N", "C", "C", "C", "N", "H", "H", "H", "H", "H", "H"],
  "coordinates": [[0.15, 2.23, 0.17], [-0.52, 1.31, -0.68], [-0.29, 0.05, -0.27], [0.25, -0.90, -1.06], [0.07, -2.07, -0.32], [-0.53, -1.66, 0.87], [-0.77, -0.36, 0.91], [1.26, 2.11, 0.17], [-0.19, 2.02, 1.22], [-0.02, 3.26, -0.17], [0.86, -0.74, -2.00], [0.46, -3.06, -0.61], [-0.73, -2.18, 1.77]],
  "mulliken_charge": [-0.520, -0.328, 0.777, -0.222, -0.558, -0.278, -0.775, 0.244, 0.274, 0.271, 0.338, 0.326, 0.453]
}


No. 6
{
  "formula": "C19H30Cl8FN2O4S",
  "method": "the ωB97M-V functional and the def2-TZVPD basis",
  "homo_ha": -0.43952,
  "total_charge": 1,
  "lumo_energy_ev": -2.66,
  "elements": ["O", "C", "O", "C", "N", "C", "C", "C", "O", "C", "S", "O", "C", "C", "C", "C", "C", "N", "C", "C", "C", "C", "F", "H", "H", "H", "H", "H", "H", "H", "H", "H", "H", "H", "H", "H", "H", "H", "H", "H", "H", "H", "H", "H", "H", "C", "Cl", "Cl", "H", "H", "C", "Cl", "Cl", "H", "H", "C", "Cl", "Cl", "H", "H", "C", "Cl", "Cl", "H", "H"],
  "coordinates": [[-1.33, 3.20, 2.51], [-1.49, 2.05, 2.75], [-2.33, 1.60, 3.67], [-0.73, 0.99, 2.00], [-0.85, 1.21, 0.53], [0.46, 1.11, -0.20], [1.38, 2.28, 0.10], [0.99, 3.54, -0.70], [2.20, 4.13, -1.12], [1.04, -0.28, 0.08], [2.39, -0.50, -1.12], [0.06, -1.31, 0.14], [-1.19, -1.09, -0.50], [-1.21, -1.41, -1.99], [-2.26, -0.98, -2.81], [-2.20, -1.36, -4.14], [-1.12, -2.12, -4.59], [-0.12, -2.56, -3.83], [-0.22, -2.20, -2.54], [-1.83, 0.29, -0.19], [-3.14, 0.13, 0.58], [-3.97, 1.40, 0.68], [-5.30, 1.06, 0.42], [-2.95, 2.31, 3.90], [0.31, 1.14, 2.28], [-0.97, -0.02, 2.29], [-1.20, 2.16, 0.37], [0.23, 1.15, -1.27], [1.38, 2.53, 1.16], [2.40, 2.05, -0.18], [0.43, 4.20, -0.03], [0.40, 3.27, -1.58], [1.98, 4.87, -1.69], [1.52, -0.26, 1.06], [3.07, -1.50, -0.56], [-1.87, -1.81, -0.04], [-3.09, -0.39, -2.45], [-2.98, -1.08, -4.83], [-1.08, -2.38, -5.64], [0.55, -2.59, -1.89], [-2.10, 0.83, -1.09], [-3.73, -0.55, -0.03], [-3.00, -0.38, 1.54], [-3.98, 1.82, 1.68], [-3.70, 2.14, -0.08], [0.24, 4.47, 5.58], [0.64, 5.67, 6.80], [1.12, 2.95, 5.82], [-0.82, 4.26, 5.63], [0.50, 4.87, 4.60], [4.04, 1.87, 3.58], [2.74, 0.81, 2.97], [5.46, 0.94, 4.04], [4.31, 2.56, 2.80], [3.66, 2.40, 4.45], [1.72, -5.44, -0.51], [1.99, -3.68, -0.58], [0.33, -5.92, -1.48], [2.61, -5.94, -0.88], [1.53, -5.70, 0.52], [1.76, -6.25, -5.31], [3.26, -6.57, -4.40], [1.02, -4.73, -4.81], [2.00, -6.21, -6.36], [1.07, -7.06, -5.11]],
  "mulliken_charge": [-0.537, -0.133, -0.456, 0.372, 0.353, -1.268, -0.280, -0.757, -0.523, 0.508, -0.057, -0.433, 0.035, 0.981, -0.455, -0.737, -0.402, -0.310, -0.264, -1.126, -1.206, -0.360, -0.352, 0.474, -0.244, 0.512, 0.668, 0.653, 0.196, 0.482, 0.357, 0.354, 0.343, -0.253, 0.205, 0.758, 0.453, 0.432, 0.382, -0.331, 1.235, 0.746, 0.501, 0.134, 0.322, -0.135, -0.144, -0.161, 0.222, 0.209, -0.191, -0.066, -0.140, 0.267, 0.201, -0.436, -0.129, -0.135, 0.303, 0.325, -0.412, -0.162, 0.000, 0.344, 0.268]
}


No. 7
{
  "formula": "C24H18Cl2MoO8S3Sb",
  "method": "the ωB97M-V functional and the def2-TZVPD basis",
  "homo_ha": [-0.31301, -0.30855],
  "multiplicity": 4,
  "s2": 3.77,
  "lumo_energy_ev": [-1.59, -3.06],
  "elements": ["Mo", "O", "C", "C", "O", "O", "C", "C", "C", "C", "C", "C", "C", "C", "C", "C", "C", "C", "H", "H", "H", "H", "H", "H", "H", "H", "H", "H", "H", "S", "Sb", "S", "S", "O", "C", "O", "C", "C", "C", "C", "O", "C", "O", "C", "C", "H", "H", "H", "H", "H", "O", "C", "Cl", "C", "Cl", "H", "H"],
  "coordinates": [[0.18, -1.25, -0.11], [-0.96, 0.63, 2.95], [-1.53, 1.71, 2.22], [-1.06, 1.53, 0.69], [-1.61, 2.20, -0.15], [-0.20, 0.55, 0.38], [-0.96, 3.05, 2.61], [-1.76, 4.22, 2.40], [-1.32, 5.44, 2.83], [-0.06, 5.57, 3.40], [0.78, 4.46, 3.43], [0.32, 3.20, 3.11], [-3.07, 1.63, 2.22], [-3.80, 2.29, 3.22], [-5.16, 2.16, 3.28], [-5.84, 1.31, 2.39], [-5.12, 0.67, 1.37], [-3.73, 0.84, 1.31], [-1.52, 0.35, 3.71], [-2.68, 4.18, 1.83], [-1.98, 6.29, 2.65], [0.30, 6.52, 3.71], [1.83, 4.57, 3.77], [0.98, 2.33, 3.16], [-3.28, 2.93, 3.97], [-5.75, 2.75, 3.99], [-6.95, 1.22, 2.42], [-5.60, 0.19, 0.53], [-3.16, 0.23, 0.61], [2.65, -4.44, 3.42], [1.41, -2.53, 3.20], [2.37, -1.27, 1.33], [-0.26, -3.04, 1.41], [1.42, -0.04, -1.72], [1.82, -1.15, -2.09], [1.42, -2.18, -1.38], [2.81, -1.42, -3.14], [3.07, -2.73, -3.49], [4.27, -3.12, -4.02], [5.18, -2.11, -4.32], [6.54, -2.23, -4.52], [6.99, -0.83, -4.62], [5.91, 0.01, -4.42], [4.82, -0.78, -4.20], [3.60, -0.37, -3.66], [2.33, -3.48, -3.21], [4.48, -4.19, -4.36], [7.42, -0.68, -5.63], [7.71, -0.64, -3.82], [3.30, 0.71, -3.69], [-2.03, -2.88, -1.39], [-1.26, -2.18, -0.88], [-3.91, -6.58, -1.47], [-2.74, -5.96, -2.66], [-1.04, -6.50, -2.31], [-2.69, -4.87, -2.57], [-2.90, -6.30, -3.67]],
  "mulliken_charge": [0.684, -0.438, 2.234, -0.339, -0.503, -0.431, -0.171, -0.484, -0.757, -0.531, -0.658, -0.293, -0.316, -0.193, -0.656, -0.454, -0.738, -0.181, 0.394, 0.550, 0.357, 0.431, 0.342, 0.441, 0.457, 0.367, 0.334, 0.396, 0.164, -0.320, 0.490, -0.353, -0.278, -0.659, 0.970, -0.656, -0.096, -0.498, -0.634, 0.771, -0.451, -0.175, -0.434, 0.657, -0.732, 0.477, 0.332, 0.251, 0.249, 0.413, -0.410, 1.038, -0.150, -0.017, -0.171, 0.075, 0.303]
}


No. 8
{
  "formula": "C10H35N6O11",
  "method": "the ωB97M-V functional and the def2-TZVPD basis",
  "homo_ha": -0.19246,
  "total_charge": -1,
  "lumo_energy_ev": 2.39,
  "elements": ["O", "C", "O", "O", "H", "C", "O", "H", "H", "H", "H", "C", "O", "H", "H", "H", "H", "C", "O", "H", "H", "H", "H", "C", "O", "H", "H", "H", "H", "C", "O", "N", "N", "H", "H", "H", "H", "C", "O", "N", "N", "H", "H", "H", "H", "C", "O", "N", "N", "H", "H", "H", "H", "C", "C", "O", "H", "H", "H", "H", "H", "H"],
  "coordinates": [[16.16, -9.28, 13.52], [16.68, -8.19, 14.01], [16.05, -7.74, 14.96], [17.73, -7.63, 13.59], [15.33, -9.31, 14.00], [19.74, -5.82, 14.20], [19.42, -7.18, 14.56], [20.12, -5.26, 15.05], [20.47, -5.87, 13.39], [18.90, -5.32, 13.71], [18.59, -7.46, 14.18], [14.49, -10.10, 15.47], [14.19, -10.40, 14.17], [13.61, -10.26, 16.09], [15.38, -10.60, 15.85], [14.69, -9.03, 15.53], [14.60, -11.22, 13.89], [18.88, -9.73, 13.41], [19.95, -10.37, 12.81], [19.10, -8.84, 13.99], [18.25, -9.38, 12.59], [18.20, -10.40, 13.94], [20.72, -10.48, 13.38], [13.46, -7.33, 14.35], [14.55, -6.41, 14.01], [12.68, -6.78, 14.89], [13.11, -8.04, 13.60], [13.94, -7.86, 15.17], [15.40, -6.69, 14.35], [13.72, -9.26, 11.55], [12.64, -9.39, 11.06], [14.45, -8.16, 11.76], [14.34, -10.31, 11.94], [14.05, -7.29, 11.42], [15.11, -8.19, 12.53], [15.26, -10.24, 12.35], [13.79, -11.12, 12.18], [16.27, -12.02, 13.50], [15.22, -11.91, 14.07], [16.90, -11.05, 12.91], [16.85, -13.18, 13.21], [17.70, -11.38, 12.39], [16.55, -10.10, 12.95], [16.29, -13.97, 13.49], [17.50, -13.10, 12.44], [17.39, -5.94, 16.86], [17.96, -5.24, 17.65], [16.12, -6.17, 16.83], [17.93, -6.61, 15.85], [15.81, -6.89, 16.19], [15.53, -5.76, 17.53], [17.47, -7.21, 15.18], [18.85, -6.30, 15.58], [16.71, -8.44, 10.89], [17.71, -8.70, 9.78], [17.01, -9.20, 8.64], [16.19, -9.35, 11.18], [15.96, -7.68, 10.70], [17.32, -8.26, 11.78], [18.56, -9.32, 10.07], [18.13, -7.74, 9.49], [16.24, -8.63, 8.53]],
  "mulliken_charge": [0.951, 0.227, -1.043, -0.927, -0.331, -1.184, -0.906, 0.393, 0.331, 0.251, 1.248, -0.556, -0.768, 0.188, 0.282, -0.064, 0.759, -0.962, -0.603, 0.789, -0.110, 0.275, 0.363, -0.334, -0.715, 0.448, 0.183, -0.104, 0.513, 0.201, -0.796, 0.112, 0.306, 0.228, -0.030, -1.640, 0.455, 0.426, -0.603, 0.135, -0.490, 0.386, 0.112, 0.304, 0.152, 0.216, -0.782, -0.336, -0.229, 0.746, 0.154, 0.367, -0.016, -0.264, -0.574, -0.566, 1.114, 0.612, -0.263, 0.321, 0.307, 0.343]
}


no.,largest force on an atom (eV/A)
1,3.82
2,9.14
3,4.01
4,5.35
5,2.06
6,1.80
7,6.79
8,17.20